# 1
Below is a structure of composition C16H29Al2BeBrClNO11, with properties calculated with ωB97M-V/def2-TZVPD.

```
62
Properties=species:S:1:pos:R:3:forces:R:3
O 2.2127 0.6370 -1.1438 -4.05 0.37 -2.20
C 1.0680 0.0314 5.7742 -0.03 -0.05 0.02
H 0.3225 1.0298 -6.4864 -0.01 0.96 1.85
H -4.0564 -1.8034 -0.8930 0.15 0.81 -1.67
H -0.7785 1.2534 4.7972 0.03 -0.08 -0.09
H -0.2493 3.6677 -6.3683 0.47 -1.00 1.84
C 0.9797 0.7388 -1.4316 3.00 -0.54 3.15
O -0.2796 -0.3115 6.0803 -0.01 0.17 -0.30
O 4.0759 -1.7242 -1.9627 -2.58 0.53 2.51
N 2.2326 1.1547 2.4070 0.52 0.72 0.53
H -2.0636 0.6365 5.8469 -0.08 0.05 0.02
O 5.5198 -0.5468 -3.0454 -1.11 0.07 0.11
C -1.2136 0.3446 5.2251 -0.07 -0.56 0.22
H -0.8083 0.9447 -0.0109 0.21 -0.04 -0.20
O 5.8318 -2.7834 -2.8403 -1.05 1.14 0.39
C -0.1286 -2.2360 3.4929 0.03 0.17 -0.30
H 1.7229 -0.6826 6.2766 -0.12 0.03 0.03
C 0.3116 3.0530 -2.7037 -0.88 -1.74 -2.40
H 0.0609 -2.3927 4.5583 -0.02 0.06 -0.02
H 2.8641 -3.2830 2.3959 -0.15 -0.01 0.10
C 0.6283 1.5106 -2.7731 -0.88 1.43 -2.45
H -2.0893 -1.9326 0.0657 0.05 0.43 -0.03
O -3.3981 -1.7330 -2.9747 0.03 1.41 0.82
O 2.2965 -3.8396 2.9432 0.51 -0.30 0.05
H -0.8207 -3.0007 3.1263 -0.01 -0.09 0.05
Be -1.3357 2.1549 -1.3195 -0.57 0.84 1.79
Al 2.0764 4.9630 -2.8531 0.62 0.04 0.05
C 5.2475 -1.7114 -2.6724 5.23 -2.48 -1.89
H 0.5123 -0.2244 0.5096 -0.87 1.06 -1.09
H -2.4713 -0.0678 3.5368 -0.06 0.02 0.05
H 1.2663 -0.0122 4.7006 -0.01 0.01 0.07
H 0.8745 -0.3744 -4.2269 -0.45 2.06 0.35
H -5.3285 -1.6151 -2.1964 1.75 0.58 0.29
H -2.0290 -0.0200 -3.1372 -0.51 -0.90 -0.21
C 0.3206 1.5607 -5.4671 0.21 1.21 3.85
Br -2.4673 4.0673 0.0827 1.45 -2.27 -1.94
C -0.0008 3.1069 -5.3923 0.48 -1.06 3.10
O -0.6603 -0.9413 3.2306 -0.27 -0.07 0.45
Cl 3.8743 -2.2452 0.2549 0.26 0.83 -2.18
H 2.8804 -4.1502 3.6466 -0.10 0.03 -0.09
H 0.8128 -2.3313 2.9582 -0.29 0.18 0.08
C -4.2563 -1.2860 -1.9041 -1.39 0.13 0.87
O 2.2147 -0.0586 2.1292 -0.21 -0.50 -0.46
H -5.0811 0.6165 -0.8948 1.36 -0.70 -1.09
H -2.1754 -1.4884 4.5526 0.08 0.06 0.07
C -0.0296 3.8815 -4.0289 0.75 -4.36 -1.32
H -1.4485 -1.6675 -3.7274 -1.14 0.87 1.09
H -0.2854 4.9933 -4.0095 0.14 -1.72 0.03
H 1.2868 1.0355 6.1486 0.10 0.04 -0.08
C 0.6338 0.7513 -4.1560 -0.96 3.83 -0.97
H 3.9640 -0.7461 -2.0613 -0.93 0.28 1.17
O 3.0208 1.5818 3.2619 -0.19 -0.23 -0.25
H -3.3135 0.7967 -1.4349 -1.07 -0.61 -0.26
C -2.0732 -1.1486 -2.8975 1.29 -0.25 -0.47
Al -1.0858 -1.5173 -1.1250 -0.69 -1.45 0.10
C -0.0758 0.1474 -0.4229 1.59 1.50 -1.74
C -4.3186 0.3060 -1.7029 -1.15 -0.12 -0.76
H 0.3228 3.6178 -1.6912 0.04 -1.06 -1.35
C -1.7110 -0.5918 4.1267 0.38 0.40 -0.36
H -4.7336 0.7461 -2.6911 1.01 -0.45 1.53
H -0.1268 -2.8001 -1.3058 0.36 0.46 -0.18
O 1.4582 1.9379 1.8236 -0.20 -0.13 -0.30
```
Forces are in eV/Å.

Summary:
- Total charge: 0
- Calculated total energy: -137212.5870 eV
- ΔE to the lowest compared entry with this formula, charge and spin: 684.8 kJ/mol
- HOMO-LUMO gap: 0.1180 hartree

Here are the Mulliken charges for atoms 1 to 6, given in e: atom 1 (O): -0.60, atom 2 (C): -0.47, atom 3 (H): 0.38, atom 4 (H): 0.16, atom 5 (H): 0.27, atom 6 (H): 0.38

# 2
Below is a cluster of 4 separate species, C16H29BN2O9S in total, with properties calculated with ωB97M-V/def2-TZVPD.

```
58
Properties=species:S:1:pos:R:3:forces:R:3
C 0.0993 3.0967 5.0726 -0.01 -0.04 0.26
O -1.0378 1.0966 4.4916 -0.04 -0.05 -0.04
H 1.2733 -1.8161 -1.9063 -0.14 -0.13 0.44
H 0.4293 3.4789 4.1065 0.00 0.00 -0.01
H -1.7419 -2.9405 -2.0526 -0.04 -0.03 -0.01
O -0.6642 0.2290 -5.2887 0.05 -0.08 0.03
C 4.3681 -1.4840 0.3453 -0.26 0.09 0.00
C -2.4334 5.1718 4.4587 0.05 -0.08 -0.09
C -1.7756 -0.2087 -0.8142 -0.09 0.37 0.24
H -3.3064 0.9089 -6.5186 0.00 0.01 0.00
C -0.8730 -1.3747 -0.8328 0.58 -0.51 -0.34
H 4.8463 -0.0702 1.8426 -0.08 0.07 -0.06
B -0.4968 -0.9199 1.5295 -0.01 -0.08 0.23
H 4.9177 -3.5403 1.9437 0.00 0.04 0.00
O 4.5242 -0.7490 -0.5908 0.05 -0.05 -0.02
C -1.7451 -2.6653 -1.0002 -0.10 0.20 -0.17
H 2.7768 -4.7416 2.4646 0.00 -0.01 -0.01
H -0.2526 -0.3447 -7.2478 -0.04 0.00 0.01
H -0.8921 0.7161 2.4291 0.40 0.10 0.45
H 4.5296 -4.7035 0.6935 0.00 0.02 -0.04
H 0.8805 2.4576 5.4750 0.02 -0.04 -0.10
H -2.6788 6.1433 4.8881 -0.01 0.00 0.01
C -1.9667 -0.1041 -5.2237 -0.07 0.14 0.03
H -2.7825 -2.4585 -0.7356 0.02 -0.06 0.20
C 2.7928 -3.9519 1.7129 -0.02 0.09 -0.08
H -0.9575 -1.5207 3.3068 -0.46 0.15 0.09
N -0.9065 -4.6493 0.4604 0.03 0.08 -0.22
C 4.1941 -3.7803 1.1632 -0.13 -0.08 0.11
H -3.6082 4.0501 5.8654 0.00 -0.05 -0.02
H -1.1772 2.0324 -7.3120 0.01 -0.02 -0.04
C 0.0352 0.4177 -6.5226 0.05 0.05 -0.09
O -0.0645 -1.4457 0.3030 -0.43 0.18 0.15
C -1.2524 -3.7771 -0.2016 0.03 -0.18 0.27
H -0.0507 3.9314 5.7509 -0.02 0.05 -0.06
H 3.1782 -0.6559 1.8939 -0.01 0.01 -0.01
C -1.1254 2.2466 4.8442 -0.01 0.10 -0.12
H -3.1043 4.9797 3.6219 -0.02 0.02 0.02
N -2.4640 0.7023 -0.6888 0.05 -0.21 -0.09
H 0.4600 1.9466 -7.9723 0.01 0.00 0.00
H -1.4172 5.2178 4.0669 0.01 0.03 0.04
C -2.5822 4.0882 5.5045 -0.03 0.16 0.01
C -2.8151 -0.0628 -6.4734 0.08 -0.22 -0.07
H 2.1001 -4.2189 0.9152 -0.01 -0.03 0.02
H -3.5780 -0.8316 -6.3852 -0.05 0.06 0.07
H 2.4260 -3.0342 2.1734 0.02 0.00 0.04
H 4.4963 -1.6535 2.5341 -0.09 -0.04 0.00
C 4.2179 -0.9522 1.7524 0.25 -0.08 0.07
H 0.1897 2.5501 -6.3286 0.03 0.00 -0.01
O 4.2462 -2.8074 0.1130 0.15 0.00 -0.07
O -2.3488 2.7804 4.9636 -0.01 -0.10 0.10
H -1.9460 4.2614 6.3729 0.04 -0.02 -0.02
S 0.1957 -1.1283 -2.3076 0.10 0.33 -0.51
O -1.1632 -1.7518 2.3941 0.52 -0.14 -0.15
O -2.4364 -0.3698 -4.1504 -0.02 -0.07 0.02
H 1.0791 0.2377 -6.2708 -0.01 0.00 0.04
H -2.2669 -0.2234 -7.3974 0.01 0.08 0.00
O -0.2086 0.3752 1.8366 -0.26 -0.04 -0.52
C -0.1362 1.8193 -7.0683 -0.08 0.03 0.07
```
Forces are in eV/Å.

Summary:
- Total charge: 0
- Calculated total energy: -49984.1982 eV
- HOMO-LUMO gap: 0.3581 hartree
- SMILES: N#CC[C@@](S)(C#N)OB(O)O.CCOC(C)=O.CCOC(C)=O.CCOC(C)=O

Here are the Mulliken charges for atoms 1 to 6, given in e: atom 1 (C): -1.01, atom 2 (O): -0.66, atom 3 (H): 0.14, atom 4 (H): 0.26, atom 5 (H): 0.44, atom 6 (O): -0.32

# 3
Below is a structure of composition C16H29F3N2O17Ti, with properties calculated with ωB97M-V/def2-TZVPD.

```
68
Properties=species:S:1:pos:R:3:forces:R:3
F 2.7603 -2.6714 2.6226 -0.02 0.04 -0.13
O 2.2959 1.7426 -1.2012 -0.60 -0.37 -0.09
H -2.8727 0.6850 -0.8630 0.42 -0.24 0.50
H 1.0424 -3.9240 -4.1043 0.23 0.26 0.38
O -1.5752 4.4287 -2.2347 0.25 -0.41 0.39
F 1.9603 -0.6820 2.7867 0.28 0.44 0.01
N 3.3240 2.4930 -1.0372 -0.57 0.24 -0.21
O 2.2749 3.0139 2.9529 0.12 0.04 0.19
C -1.2279 -1.1880 3.2939 0.86 0.62 -0.22
O 3.2149 3.7108 -1.2120 0.11 -0.47 0.12
H -1.2401 -0.1290 3.5562 -0.21 -0.08 0.09
H 0.0085 -3.8378 -0.5651 0.04 -0.09 0.06
H 3.1313 1.1610 2.7112 0.31 0.03 0.25
H -2.9408 -0.8922 -1.6640 -0.05 0.11 -0.09
C 2.3204 -1.6420 1.8476 -0.56 -1.26 -0.21
H -5.2345 0.2975 0.0080 0.08 0.14 -0.01
H -1.4926 -1.8164 4.1351 -0.20 -0.06 -0.06
H 0.2760 2.3652 -5.0552 -0.01 -0.41 -0.29
C -4.8403 -0.1160 -0.9191 0.07 -0.54 -0.20
O 0.1910 4.3847 -0.9969 -0.06 -0.30 0.28
H -0.0232 2.2557 -3.3656 0.35 -0.76 0.11
N -0.8519 3.8843 -1.3805 -0.54 0.74 -0.84
C -0.3399 -0.3579 -3.4572 0.00 0.51 -1.10
C -2.2382 -0.6061 1.2409 1.46 -0.97 -0.66
H 4.6790 3.7890 3.1446 0.12 0.08 0.32
C -0.4153 -3.6567 0.4416 0.49 -0.17 -2.44
O 4.3910 1.9600 -0.7223 0.05 0.02 0.08
H -1.5742 -5.3339 -0.0291 -0.05 -0.17 0.09
C 3.4044 2.1944 2.5109 -0.72 -0.01 -0.35
H -5.1023 0.5398 -1.7499 0.07 0.04 0.05
O -0.4143 -1.5961 -3.8903 0.63 -0.16 0.43
H 4.6824 2.2959 4.2473 -0.36 0.65 0.31
C -1.0310 3.7616 2.1986 -0.65 -0.78 -0.70
O -1.5204 0.3633 1.1005 -0.12 0.67 -0.03
C -3.3319 -0.3036 -0.8366 -0.80 0.14 -0.40
H -1.1448 -2.8811 0.1841 -0.17 0.05 0.78
H -0.2721 -5.7272 1.1176 0.22 0.13 -0.26
H -1.7063 -4.9347 1.6865 0.00 0.23 -0.06
C -0.2539 -2.5937 -2.8697 0.18 -1.91 -0.89
O 0.9907 2.1644 1.3314 -0.40 -0.66 -0.34
O -0.0695 0.4198 -4.4898 -0.10 0.05 0.01
H 0.5881 -2.4520 -2.1947 -0.41 1.08 0.26
C 1.1590 2.8961 2.2794 0.10 0.23 -0.15
Ti 0.1203 1.0147 -0.4273 1.31 0.28 0.53
O -0.5392 0.0191 -2.3320 -0.01 0.09 1.00
H -1.2110 -2.7368 -2.3705 0.16 0.31 0.38
H -5.3231 -1.0816 -1.0846 -0.08 0.05 0.03
H -1.3614 2.7602 1.9067 0.04 0.00 0.33
H -0.2146 -1.4048 2.9533 -0.13 -0.14 0.05
H -0.6358 -4.2475 -4.3128 -0.20 0.44 0.08
O 0.2581 3.7175 2.7906 0.09 0.37 0.27
O 0.8955 -1.2924 -0.0750 -0.59 0.59 -0.03
C 1.2204 -2.0211 0.9480 0.17 0.76 -0.30
C -0.3018 1.8067 -4.3242 -0.22 1.89 0.53
C 0.0945 -3.9050 -3.5694 -0.83 -0.65 -0.35
C -1.0154 -4.9795 0.8387 -0.45 -0.03 0.70
O -3.0658 -1.1026 0.3388 -0.22 0.70 0.14
C 4.6133 2.7119 3.2422 0.43 -1.37 -0.57
H 3.4754 2.2607 1.4245 0.21 0.28 0.15
O -1.2599 2.7612 -0.8891 0.44 -0.86 0.17
F 3.3727 -1.1652 1.1754 0.17 0.57 0.26
O -2.1421 -1.4585 2.2312 -0.99 -0.28 0.51
O 0.6415 -3.2449 1.2309 -0.03 -0.15 1.38
H -1.3564 2.0863 -4.4095 -0.02 -0.47 -0.31
H 5.4734 2.2342 2.7589 0.04 0.38 -0.22
H -1.0762 4.3136 1.2597 0.43 0.36 0.24
H 0.0565 -4.6900 -2.8076 0.42 0.06 0.00
H -1.6996 4.1785 2.9442 0.05 0.09 0.02
```
Forces are in eV/Å.

Summary:
- Total charge: -1
- Calculated total energy: -86113.9798 eV
- ΔE to the lowest compared entry with this formula, charge and spin: 23.4 kJ/mol
- ⟨S²⟩: 3.754
- HOMO-LUMO gap (alpha / beta): 0.1836 / 0.2896 hartree
- 2S+1: 4

Here are the Mulliken charges for atoms 1 to 6, given in e: atom 1 (F): -0.34, atom 2 (O): -0.71, atom 3 (H): 0.14, atom 4 (H): 0.34, atom 5 (O): -0.70, atom 6 (F): -0.30

# 4
Below is a cluster of 4 separate species, C16H29FN3O6 in total, with properties calculated with ωB97M-V/def2-TZVPD.

```
55
Properties=species:S:1:pos:R:3:forces:R:3
H -1.1331 -1.4848 -1.4769 -0.01 0.01 -0.01
H 4.0169 -5.2919 2.7157 0.00 0.00 0.04
C 1.3082 2.6349 -1.5231 0.08 0.23 -0.19
H -5.7686 1.8728 2.4701 -0.07 -0.07 0.04
H -0.6900 0.6375 -2.0791 -0.30 0.17 0.21
C 3.8701 -4.3217 2.2379 0.05 0.08 -0.23
C -4.8843 1.5508 3.0117 0.21 0.14 -0.08
H 0.0592 -2.2448 2.3682 -0.05 0.06 0.12
C 2.5245 3.3563 -2.0562 0.05 -0.40 0.08
O 0.2169 0.4816 1.9760 0.09 0.06 -0.10
H -0.8283 0.3151 -3.7013 -0.61 -0.04 -0.10
H -0.5389 1.9982 -5.2306 0.00 -0.07 0.00
H 2.9857 2.7593 -2.8382 -0.01 0.05 -0.27
H 4.7729 -3.1839 0.6420 0.01 0.00 -0.01
N -0.2028 2.5930 -4.4873 0.21 0.03 -0.14
H -1.6338 -1.6891 2.3741 0.02 0.05 0.04
C -3.7810 2.6069 3.1020 -0.05 -0.11 -0.04
H -3.7993 3.2349 2.2100 0.01 0.02 0.00
H -1.7229 -3.2864 0.5019 -0.07 0.05 0.05
H 1.1651 2.8314 -0.4668 -0.17 0.03 0.13
C -0.3487 2.1783 -3.2596 -0.12 0.27 0.21
H 2.2739 4.3438 -2.4193 -0.02 0.19 0.05
H -3.8509 3.2549 3.9720 0.00 -0.03 0.04
O -0.6905 -0.1823 0.0512 0.00 0.00 -0.27
C 0.3546 3.8894 -4.8892 -0.09 -0.17 -0.09
C 3.5201 -4.7937 -0.0551 0.07 0.00 0.01
C 2.4059 -4.2060 1.8643 0.08 -0.14 0.12
H -1.6518 2.2174 2.6531 0.03 -0.05 -0.04
N -0.9605 1.0205 -2.9848 0.98 -0.47 -0.10
H 4.1406 -3.5398 2.9411 -0.03 -0.05 0.09
C -0.7238 -1.7778 1.7804 0.10 -0.10 -0.27
N 0.0514 3.0062 -2.2074 -0.18 -0.10 0.15
H 0.6320 3.8131 -5.9325 0.05 -0.02 -0.13
H 3.2549 3.4390 -1.2602 0.15 0.08 0.09
C -0.9778 -2.4972 0.4537 0.16 0.21 0.17
O -2.8615 0.5884 2.3162 0.13 0.10 -0.02
H 3.5556 -4.3752 -1.0574 -0.05 0.02 -0.01
H -2.2505 1.4073 4.1061 -0.01 0.00 0.02
H -0.3898 4.6679 -4.7788 -0.08 0.15 0.10
H -0.7127 3.0514 -1.5408 0.07 -0.12 0.11
H -0.0461 -2.9325 0.0906 -0.01 -0.02 -0.01
H -2.4754 -1.1304 -0.3608 -0.01 -0.01 0.05
F 1.5170 1.2653 -1.6572 -0.04 0.02 0.04
C -1.4054 -1.3357 -0.4302 -0.23 -0.23 -0.26
C -2.5194 1.7474 3.1051 -0.10 0.05 0.07
C 4.5785 -4.2285 0.8872 -0.08 0.01 0.07
H 1.2352 4.1099 -4.3079 0.09 0.10 0.10
H -5.1873 1.1820 3.9931 -0.03 -0.01 0.00
O -4.6937 -0.5267 1.7232 0.00 0.00 -0.09
C -4.2039 0.4141 2.2753 -0.09 -0.04 0.05
C -0.3205 -0.3854 1.3515 -0.13 0.00 0.30
O 2.2560 -4.4317 0.5366 0.01 0.05 -0.07
H 3.5633 -5.8818 -0.1238 0.01 -0.01 0.02
H 5.5203 -4.7690 0.8366 -0.02 -0.05 0.01
O 1.4742 -3.9729 2.5773 -0.01 0.06 -0.05
```
Forces are in eV/Å.

Summary:
- Total charge: +1
- Calculated total energy: -36530.6057 eV
- ΔE to the lowest compared entry with this formula, charge and spin: 15.2 kJ/mol
- HOMO-LUMO gap: 0.3343 hartree

Here are the Mulliken charges for atoms 1 to 6, given in e: atom 1 (H): 0.52, atom 2 (H): 0.27, atom 3 (C): 0.67, atom 4 (H): 0.31, atom 5 (H): 0.16, atom 6 (C): -0.45

Number 1: maximum force 6.1 eV/A. Number 2: maximum force 0.8 eV/A. Number 3: maximum force 2.5 eV/A. Number 4: maximum force 1.1 eV/A.